{
  "formula": "C4H4FNS2",
  "method": "wB97M-V/def2-TZVPD",
  "e_lumo_ev": -0.109,
  "total_charge": 0,
  "mol_weight_g_mol": 149.215,
  "spin_multiplicity": 1,
  "orbital_gap_ha": 0.2987,
  "symbols": ["S", "S", "F", "N", "C", "C", "C", "C", "H", "H", "H", "H"],
  "xyz": [[-1.242, -1.562, -0.160], [2.801, -0.720, 0.057], [0.767, 1.525, -0.924], [0.412, -1.725, -0.277], [-1.168, 0.143, -0.279], [1.103, -0.618, -0.058], [0.293, 0.619, -0.255], [-0.657, 1.145, 0.801], [-1.977, 0.751, -0.826], [-0.328, 0.770, 1.816], [0.846, -2.681, -0.735], [-0.850, 2.352, 0.840]],
  "forces_ev_per_a": [[-2.14, -1.36, 0.11], [-1.75, 0.66, -0.06], [3.38, 4.77, -5.20], [1.30, -3.43, -1.40], [-1.45, 4.63, -0.74], [4.11, -0.53, -0.73], [-4.26, -3.51, 4.84], [1.50, -0.01, 2.76], [1.40, -1.62, 0.11], [-1.00, 0.39, -1.01], [-1.22, 3.49, 2.05], [0.14, -3.48, -0.72]]
}


{
  "formula": "C3H7O2S",
  "method": "wB97M-V/def2-TZVPD",
  "e_lumo_ev": 3.461,
  "total_charge": -1,
  "mol_weight_g_mol": 107.154,
  "spin_multiplicity": 1,
  "orbital_gap_ha": 0.2842,
  "symbols": ["S", "O", "O", "C", "C", "C", "H", "H", "H", "H", "H", "H", "H"],
  "xyz": [[0.568, -1.415, -1.522], [-0.566, 1.953, -0.005], [-0.455, 0.958, 2.006], [1.599, -0.305, -0.517], [-0.991, -1.415, -0.603], [-0.695, 1.912, 1.241], [-0.973, 2.877, 1.738], [1.060, 0.626, -0.313], [-1.057, -0.460, -0.083], [-1.803, -1.518, -1.321], [2.486, -0.170, -1.136], [1.860, -0.795, 0.419], [-1.033, -2.247, 0.097]],
  "forces_ev_per_a": [[0.02, 0.00, -0.11], [-0.33, 0.15, -0.03], [-0.24, -0.14, 0.16], [-0.29, -0.40, -0.12], [0.23, 0.06, -0.01], [0.74, -0.03, -0.09], [-0.25, 0.08, 0.00], [0.10, -0.09, -0.15], [-0.15, -0.01, 0.05], [-0.04, 0.07, -0.03], [0.09, 0.21, 0.16], [0.09, 0.06, 0.05], [0.02, 0.04, 0.13]]
}


{
  "formula": "C2H11NO2S",
  "method": "wB97M-V/def2-TZVPD",
  "e_lumo_ev": 0.617,
  "total_charge": 0,
  "mol_weight_g_mol": 113.182,
  "spin_multiplicity": 1,
  "orbital_gap_ha": 0.3561,
  "symbols": ["S", "O", "O", "N", "C", "C", "H", "H", "H", "H", "H", "H", "H", "H", "H", "H", "H"],
  "xyz": [[-1.588, -0.709, 1.037], [-0.807, -1.832, 5.267], [2.732, 2.498, -1.739], [0.119, -0.021, -2.621], [-1.286, -0.259, -0.643], [0.082, -0.468, -1.252], [2.521, 3.400, -1.476], [-0.504, -0.313, -3.344], [0.695, 0.250, -0.690], [-0.679, 0.102, 1.637], [0.078, -1.484, 5.435], [-2.086, -0.848, -1.127], [1.044, -0.103, -3.028], [-1.635, 0.737, -0.950], [2.401, 1.902, -1.045], [0.473, -1.468, -1.057], [-1.560, -1.385, 5.593]],
  "forces_ev_per_a": [[0.59, 0.27, 0.93], [1.28, -1.79, -1.23], [0.01, -0.40, 0.17], [1.21, 0.72, -0.55], [-1.57, 0.06, -1.66], [-0.17, 0.33, 0.46], [-0.10, -0.17, 0.15], [-0.88, -0.71, 0.32], [0.35, -0.30, -0.05], [-0.28, -0.22, -0.15], [-0.91, 0.53, 0.40], [0.55, -0.32, -0.20], [-0.03, 0.18, 0.27], [0.34, 0.17, 0.66], [0.10, 0.57, -0.33], [-0.11, -0.18, -0.02], [-0.36, 1.26, 0.82]]
}